# 1
Entry from the Open Molecules 2025 dataset: a molecular structure, C40H79Cl3F3N13O6S in a non-equilibrium geometry (ωB97M-V with the def2-TZVPD basis set).

```
145
Properties=species:S:1:pos:R:3:forces:R:3:lowdin_charge:R:1
C 19.419 3.952 4.872 -0.7 -1.3 -0.1 0.021
C 19.942 3.488 6.199 -0.1 1.1 0.9 -0.411
O 20.810 2.714 6.411 0.6 -1.0 -0.5 0.130
N 19.297 4.115 7.399 -0.4 -0.3 -0.5 0.038
H 18.679 4.912 7.089 -0.3 0.4 0.7 -0.025
H 18.623 3.419 7.827 -0.1 0.4 -0.4 0.038
C 20.293 4.530 8.452 -0.3 -1.8 0.1 0.000
H 19.885 3.413 4.046 0.6 0.3 0.2 0.073
H 19.395 5.027 4.734 -0.1 0.1 0.2 0.081
H 18.406 3.526 4.827 -0.3 0.6 0.2 0.101
H 20.902 5.359 8.124 -0.2 -0.8 -0.1 0.055
H 20.864 3.633 8.679 0.3 0.1 -0.4 0.067
H 19.751 4.683 9.381 -0.2 0.7 -0.2 0.108
C 23.437 4.580 11.301 0.5 0.3 0.3 0.028
C 22.881 3.309 10.791 1.9 1.6 1.2 -0.423
O 21.795 2.932 10.899 -2.8 -1.5 -0.4 0.175
N 23.941 2.278 10.323 -0.3 0.9 -0.4 0.105
H 24.839 2.756 10.464 0.0 -0.5 -0.1 0.183
H 23.856 1.425 10.882 0.2 0.3 0.1 0.187
C 23.724 1.939 8.889 1.2 -0.9 -0.7 -0.019
H 24.161 5.074 10.650 0.1 -0.2 -0.1 0.081
H 23.897 4.313 12.267 0.2 0.0 -0.2 0.128
H 22.655 5.298 11.541 -0.2 0.0 -0.2 0.096
H 22.923 1.220 8.762 -0.4 0.2 0.3 0.092
H 24.639 1.434 8.573 0.0 0.0 -0.1 0.103
H 23.621 2.806 8.248 -0.2 0.6 0.3 0.041
C 20.600 5.106 1.308 0.4 0.6 -0.4 0.047
C 21.856 5.380 2.078 -1.2 -0.7 -1.1 -0.424
O 21.980 5.285 3.229 0.9 0.2 1.8 0.190
N 23.056 5.752 1.215 0.5 -0.3 0.4 0.098
H 23.936 5.594 1.734 -0.5 0.2 0.3 0.190
H 23.118 5.040 0.471 -0.2 0.8 -0.3 0.191
C 23.009 7.212 0.744 0.4 -1.0 -0.5 0.062
H 19.742 5.010 1.963 0.1 0.1 0.3 0.092
H 20.696 4.173 0.748 0.1 0.2 -0.3 0.112
H 20.461 5.965 0.645 -0.3 -0.4 -0.3 0.103
H 22.349 7.232 -0.116 0.1 0.3 -0.1 0.108
H 24.040 7.415 0.470 -0.1 0.4 -0.2 0.108
H 22.660 7.860 1.542 0.0 -0.2 0.2 0.099
C 19.505 0.269 10.625 0.7 -0.1 -0.6 -0.062
C 18.313 -0.432 9.997 0.1 0.2 0.9 -0.155
N 18.620 -0.998 8.678 0.3 0.2 0.5 -0.034
C 19.614 -1.905 8.400 -0.2 -0.3 0.9 0.000
C 19.446 -2.289 7.122 0.2 0.1 0.1 -0.012
N 18.394 -1.550 6.626 0.8 -0.7 -0.9 -0.081
C 17.898 -0.814 7.602 -0.9 1.1 -0.2 -0.029
C 17.987 -1.602 5.228 -1.2 0.1 0.2 0.024
H 20.281 -0.470 10.854 0.0 0.2 0.1 0.076
H 19.262 0.811 11.533 -0.3 -0.2 0.1 0.076
H 19.933 1.017 9.950 -0.1 -0.1 -0.1 0.066
H 17.489 0.278 9.917 -0.2 -0.2 -0.4 0.078
H 18.044 -1.289 10.616 -0.3 0.2 0.1 0.140
H 20.224 -2.288 9.199 0.2 0.0 -0.2 0.142
H 19.934 -3.070 6.575 0.1 0.0 -0.3 0.131
H 17.052 -0.126 7.581 0.2 0.0 -0.2 0.112
H 18.685 -2.154 4.613 0.2 -0.2 0.3 0.085
H 17.880 -0.601 4.820 0.0 0.1 0.1 0.096
H 17.018 -2.101 5.213 0.0 0.0 -0.4 0.114
C 22.887 1.396 4.121 1.1 -0.6 0.5 -0.051
C 23.409 0.625 2.897 -1.8 -0.4 -0.8 -0.130
N 22.986 -0.805 2.887 0.6 0.8 0.1 -0.053
C 21.843 -1.324 2.336 -0.7 1.4 0.8 -0.001
C 21.794 -2.604 2.719 -0.3 -1.1 -1.2 -0.012
N 23.007 -2.912 3.262 -0.6 -0.9 0.7 -0.071
C 23.666 -1.788 3.445 1.3 0.2 -0.5 -0.013
C 23.415 -4.291 3.533 1.3 -0.1 0.5 0.042
H 22.806 2.465 3.932 0.1 0.0 0.0 0.065
H 23.620 1.229 4.918 -0.1 0.4 0.1 0.085
H 21.952 1.050 4.559 -0.2 -0.1 -0.5 0.068
H 24.482 0.640 2.727 0.0 0.2 0.2 0.133
H 22.904 0.984 1.992 0.4 0.2 0.0 0.117
H 21.133 -0.679 1.851 -0.1 -0.1 -0.1 0.140
H 21.053 -3.364 2.538 0.1 0.0 -0.1 0.149
H 24.679 -1.649 3.783 0.0 -0.3 0.3 0.183
H 24.498 -4.381 3.425 0.0 0.3 0.0 0.113
H 23.030 -4.989 2.799 -0.6 0.2 0.1 0.114
H 23.200 -4.551 4.566 -0.4 -0.2 -0.1 0.108
C 26.181 10.197 3.433 0.8 -0.2 1.3 -0.046
C 25.496 8.829 3.389 0.9 0.7 -0.4 -0.162
N 24.177 8.853 4.012 0.6 0.3 0.0 -0.047
C 23.218 9.779 3.740 0.5 1.0 -1.9 -0.032
C 22.088 9.398 4.325 -0.9 -0.1 0.4 -0.001
N 22.392 8.276 5.045 -0.9 -0.9 0.1 -0.043
C 23.663 7.971 4.846 0.2 -1.0 0.4 -0.023
C 21.357 7.393 5.599 -0.2 -0.6 0.4 -0.009
H 27.095 10.272 2.846 -0.3 -0.3 -0.5 0.094
H 26.588 10.257 4.449 -0.3 0.5 0.1 0.098
H 25.558 11.063 3.247 -0.1 -0.1 -0.1 0.076
H 26.125 8.133 3.937 -0.1 -0.2 0.0 0.134
H 25.432 8.508 2.345 -0.4 -0.2 0.1 0.105
H 23.409 10.564 3.029 -0.1 0.2 0.2 0.142
H 21.083 9.764 4.224 0.0 0.2 0.3 0.149
H 24.177 7.109 5.256 -0.1 0.0 0.3 0.123
H 21.781 6.406 5.796 0.2 0.0 -0.3 0.061
H 20.545 7.347 4.880 -0.1 0.0 -0.1 0.090
H 21.033 7.694 6.597 -0.5 0.4 -1.2 0.087
C 19.174 3.298 14.973 -0.5 0.0 0.0 -0.055
C 17.888 3.203 14.165 0.3 -0.4 -0.3 -0.155
N 17.773 4.318 13.213 0.3 -0.7 0.6 -0.054
C 18.083 5.628 13.436 0.8 -0.3 1.1 0.012
C 17.674 6.314 12.363 -0.2 1.1 -0.7 0.021
N 17.046 5.420 11.558 -0.1 0.1 -1.6 -0.077
C 17.198 4.209 12.030 -1.0 -0.6 0.6 -0.044
C 16.455 5.748 10.267 0.1 0.1 -0.1 -0.090
H 19.975 3.247 14.242 0.4 0.2 0.2 0.078
H 19.269 2.473 15.676 -0.1 -0.1 -0.1 0.090
H 19.224 4.206 15.566 0.1 0.1 -0.1 0.077
H 16.949 3.113 14.706 0.2 0.2 0.4 0.137
H 17.970 2.298 13.557 -0.2 0.0 -0.1 0.110
H 18.620 5.881 14.328 0.0 0.4 0.0 0.136
H 17.821 7.322 11.985 -0.1 -0.1 0.6 0.160
H 16.781 3.291 11.652 0.0 0.1 -0.3 0.154
H 17.116 5.450 9.458 -0.1 0.0 0.3 -0.068
H 16.328 6.825 10.232 0.0 0.0 -0.1 0.084
H 15.501 5.252 10.127 -0.1 -0.1 0.2 0.094
C 13.581 7.260 0.869 -0.3 0.0 -0.3 -0.055
C 14.956 6.833 1.350 0.1 0.4 -0.1 -0.164
N 14.887 6.107 2.633 1.4 0.4 -0.6 -0.049
C 15.356 6.580 3.838 0.0 0.8 -0.4 0.005
C 15.130 5.629 4.761 0.0 -0.4 0.5 -0.014
N 14.653 4.540 4.078 -0.7 -0.5 -0.3 -0.083
C 14.554 4.844 2.790 -0.7 -0.4 0.1 -0.036
C 14.184 3.279 4.650 0.5 0.4 1.7 0.024
H 13.668 7.917 0.003 0.1 -0.3 -0.1 0.092
H 13.037 7.862 1.598 0.2 -0.2 0.3 0.094
H 12.955 6.406 0.608 0.0 0.0 -0.1 0.083
H 15.562 7.733 1.474 0.0 -0.2 0.5 0.125
H 15.524 6.213 0.652 -0.4 -0.1 -0.1 0.125
H 15.883 7.516 3.870 -0.4 0.2 0.3 0.141
H 15.227 5.638 5.833 0.4 0.0 0.2 0.081
H 14.215 4.163 2.029 -0.1 0.1 -0.1 0.174
H 15.026 2.601 4.785 -0.2 -0.3 -0.5 0.088
H 13.298 2.893 4.163 0.2 -0.1 -0.4 0.106
H 13.907 3.492 5.686 -0.2 0.1 -0.1 0.106
Cl 17.287 6.492 7.540 0.5 -0.2 -1.5 -0.146
Cl 16.420 2.513 8.353 0.9 -0.3 -0.3 -0.391
Cl 23.837 5.683 7.831 4.5 -2.9 -5.2 -0.019
C 21.823 7.407 8.989 -0.8 -0.3 3.0 -0.694
F 20.555 6.954 8.837 -1.0 1.6 -0.1 0.019
F 22.482 6.259 9.244 -3.3 2.3 3.8 -0.313
F 22.149 7.940 7.838 1.4 0.8 0.2 0.043
S 21.968 8.532 10.477 0.5 -0.2 0.1 0.426
O 21.238 9.698 10.081 -0.5 0.2 -0.2 -0.300
O 21.372 7.687 11.493 -0.5 -0.3 0.0 -0.346
O 23.390 8.685 10.623 0.3 -0.1 -0.3 -0.306
```
Positions in Å, forces in eV/Å.

Calculated values
charge = +4
relative energy (zero: lowest compared OMol25 entry of this formula, charge and spin) = 60.4 kcal/mol
E_tot = -4811.7500 Ha


# 2
Entry from the Open Molecules 2025 dataset: a molecular structure, C5H6O4 in a non-equilibrium geometry (ωB97M-V with the def2-TZVPD basis set).

```
15
Properties=species:S:1:pos:R:3:forces:R:3:lowdin_charge:R:1
C 0.980 -0.396 -1.190 1.0 -0.9 0.6 -0.158
C -0.667 1.198 1.180 0.6 -0.1 0.0 -0.089
C -1.369 0.376 -0.648 -0.8 -0.8 2.2 -0.362
C -0.337 -0.259 0.828 -1.6 0.4 -1.6 -0.348
C 0.900 -0.574 0.155 0.5 0.1 -0.7 -0.029
O -1.283 1.592 -0.047 0.0 0.3 -0.3 0.027
O 2.185 -0.182 -1.769 0.0 -0.2 -0.1 0.042
O -0.718 -1.094 1.859 -0.2 -0.1 -0.3 0.049
O -2.098 0.079 -1.536 0.7 0.1 0.1 0.126
H 2.106 -0.211 -2.730 0.0 -0.1 0.1 0.111
H -0.460 -2.001 1.656 0.0 0.1 0.0 0.113
H 0.193 -0.683 -1.872 -0.4 0.8 0.1 0.125
H -1.393 1.243 1.992 0.1 -0.1 0.0 0.133
H 0.207 1.817 1.390 -0.1 0.0 0.0 0.132
H 1.757 -0.906 0.732 0.3 0.6 0.0 0.127
```
Positions in Å, forces in eV/Å.

Calculated values
relative energy (zero: lowest compared OMol25 entry of this formula, charge and spin) = 70.6 kcal/mol
E_tot = -494.9923 Ha


Number 1: HOMO-LUMO gap 4.021 eV, highest occupied orbital energy -13.095 eV. Number 2: HOMO-LUMO gap 9.407 eV, highest occupied orbital energy -8.876 eV.